(1)
{"formula": "C7H22KO7", "method": "ωB97M-V/def2-TZVPD", "total_charge": 1, "spin_multiplicity": 1, "homo_ev": -12.480, "homo_lumo_gap_ev": 9.600, "elements": ["K", "C", "O", "H", "H", "H", "H", "C", "C", "O", "O", "H", "H", "H", "H", "H", "H", "C", "C", "O", "O", "H", "H", "H", "H", "H", "H", "C", "C", "O", "O", "H", "H", "H", "H", "H", "H"], "positions_angstrom": [[-1.8162, -1.4783, -1.6005], [0.3901, 1.1948, -2.5716], [-0.5088, 1.1181, -1.5060], [1.2360, 0.5568, -2.4777], [-0.1276, 0.9507, -3.5089], [0.8016, 2.2319, -2.6841], [-0.0045, 0.9151, -0.6961], [0.5130, -4.4060, -1.3571], [-0.3359, -5.3240, -0.5626], [-1.0609, -4.4628, 0.2984], [-0.2671, -3.8498, -2.4113], [1.3516, -4.9075, -1.8169], [1.0090, -3.6123, -0.7322], [0.2480, -6.1015, -0.0523], [-0.9911, -5.8769, -1.2454], [-1.8235, -4.9185, 0.6548], [0.3618, -3.5778, -3.1184], [-0.3874, -0.8653, 2.0321], [0.8953, -0.0560, 1.9080], [0.7265, 0.9699, 0.9302], [-0.5391, -1.7409, 0.8755], [-1.3297, -0.3012, 2.0957], [-0.2805, -1.4978, 2.9687], [1.8058, -0.6174, 1.5890], [1.0987, 0.4659, 2.8820], [0.6631, 1.8569, 1.3347], [-0.2907, -2.6282, 1.2131], [0.0538, 4.9295, 1.4797], [-0.5224, 4.9257, 0.0512], [0.2830, 4.2291, -0.9034], [0.2450, 3.5409, 1.8319], [-0.7154, 5.4077, 2.0893], [0.9499, 5.5050, 1.6154], [-0.5348, 5.9868, -0.1922], [-1.5726, 4.5554, -0.0115], [-0.2775, 3.4411, -1.0516], [0.7533, 3.4407, 2.6500]]}



(2)
{"formula": "C16H24BF2InNO4S4Se2Te2", "method": "ωB97M-V/def2-TZVPD", "total_charge": -1, "de_lowest_kcal_mol": 0.0, "spin_multiplicity": 1, "homo_ev": -4.102, "homo_lumo_gap_ev": 6.025, "elements": ["In", "C", "C", "S", "C", "C", "S", "C", "C", "S", "H", "H", "H", "H", "H", "H", "H", "H", "H", "H", "H", "H", "Se", "Te", "Te", "Se", "F", "B", "F", "C", "C", "C", "C", "C", "C", "C", "S", "O", "O", "N", "C", "C", "C", "O", "O", "H", "H", "H", "H", "H", "H", "H", "H", "H", "H", "H", "H"], "positions_angstrom": [[0.3614, -0.2276, 0.2574], [-0.4952, -3.5402, 3.1131], [0.2134, -2.4511, 3.8904], [-0.3501, -0.7390, 3.6483], [-2.0875, -0.7633, 4.2100], [-3.1155, -1.2160, 3.1743], [-2.7150, -0.6080, 1.4817], [-2.8698, -2.0727, 0.4075], [-2.2488, -3.3802, 0.8657], [-0.4632, -3.2973, 1.2943], [-1.5295, -3.6614, 3.4295], [0.0438, -4.4728, 3.2917], [1.2579, -2.4141, 3.5779], [0.1701, -2.6610, 4.9607], [-2.2811, 0.2760, 4.4861], [-2.1355, -1.3855, 5.1078], [-4.0921, -0.8097, 3.4446], [-3.1912, -2.2975, 3.1272], [-2.3715, -1.7280, -0.4997], [-3.9327, -2.2261, 0.2043], [-2.3009, -4.0805, 0.0294], [-2.7784, -3.8235, 1.7091], [3.4192, -2.2361, 1.7272], [3.9308, -0.9662, 3.7808], [3.5194, 1.6378, 3.4123], [1.2320, 2.3614, 4.1160], [1.3844, 2.3371, 1.3172], [0.5925, 2.4375, 2.3909], [-0.6990, 2.4997, 2.0948], [3.2227, -1.6007, -3.9855], [2.7254, -0.2550, -3.5524], [2.8040, 0.1445, -2.2227], [2.3365, 1.3956, -1.8439], [1.7745, 2.2277, -2.7895], [1.6846, 1.8455, -4.1130], [2.1724, 0.6106, -4.4939], [1.0696, 3.8126, -2.3574], [1.3883, 4.7490, -3.4027], [1.4407, 4.1735, -1.0163], [-0.5815, 3.6065, -2.3911], [-1.1491, 3.0578, -1.1768], [-2.2249, 2.0249, -1.4907], [-1.4829, 0.9070, -2.2455], [-1.2160, 1.0885, -3.4314], [-1.1301, -0.0843, -1.5428], [3.7571, -2.0958, -3.1789], [3.8731, -1.5015, -4.8543], [2.3806, -2.2282, -4.2764], [3.2308, -0.5226, -1.4808], [2.4460, 1.7511, -0.8291], [1.2548, 2.5331, -4.8228], [2.1106, 0.3040, -5.5278], [-0.8010, 2.9995, -3.1802], [-1.5472, 3.8870, -0.5824], [-0.3555, 2.5767, -0.5887], [-3.0053, 2.4685, -2.1116], [-2.6435, 1.6355, -0.5617]]}



(3)
{"formula": "C29H29CoN2O4S", "method": "ωB97M-V/def2-TZVPD", "de_lowest_kcal_mol": 49.5, "spin_multiplicity": 5, "homo_ev": [-6.799, -6.757], "homo_lumo_gap_ev": [6.423, 4.935], "elements": ["C", "C", "C", "H", "C", "C", "H", "C", "C", "C", "H", "C", "C", "H", "H", "H", "H", "H", "H", "Co", "C", "C", "C", "H", "H", "H", "H", "H", "H", "C", "C", "H", "H", "O", "N", "C", "H", "C", "C", "H", "C", "H", "C", "H", "C", "H", "C", "H", "H", "H", "O", "C", "N", "S", "O", "O", "C", "C", "C", "C", "C", "C", "H", "H", "H", "H"], "positions_angstrom": [[2.8283, -0.3067, 1.4272], [2.7226, -1.1175, 0.2598], [2.1463, -0.3250, -0.7539], [3.1246, -2.1306, 0.1349], [1.6484, 0.8973, -0.1550], [2.1552, 0.9155, 1.1765], [1.1784, 1.7327, -0.6652], [-0.9897, -2.6149, 2.0037], [0.0995, -3.2799, 1.3813], [0.0409, -3.0018, -0.0146], [0.8470, -3.9017, 1.8507], [-1.1175, -2.2212, -0.2782], [-1.7701, -1.9358, 1.0140], [2.0567, -0.6251, -1.7968], [2.0419, 1.7456, 1.8565], [3.3653, -0.5941, 2.3401], [-2.7598, -1.4923, 1.1100], [0.7428, -3.3366, -0.7765], [-1.2368, -2.6548, 3.0411], [-0.6416, -0.0743, 0.5435], [-1.6271, -1.8692, -1.6481], [-3.1421, -1.6404, -1.5495], [-1.2518, -2.9517, -2.6771], [-3.6019, -2.5662, -1.1678], [-3.5810, -1.4032, -2.5319], [-3.3778, -0.8153, -0.8486], [-1.6293, -3.9426, -2.3923], [-0.1562, -3.0090, -2.7906], [-1.6649, -2.6736, -3.6551], [-0.7811, -0.6157, -2.1340], [-1.2772, 0.7475, -1.8001], [-0.6134, -0.7278, -3.1842], [0.2009, -0.8054, -1.6554], [-1.3752, 1.0310, -0.5415], [-1.4388, 1.6595, -2.7813], [-0.2256, 2.4747, -3.1270], [-2.3154, 2.1522, -2.7008], [1.0003, 1.6729, -3.5165], [2.2562, 2.1842, -3.1602], [2.2938, 3.1003, -2.5627], [3.4349, 1.5422, -3.5368], [4.3914, 1.9682, -3.2433], [3.3906, 0.3673, -4.2862], [4.3147, -0.1396, -4.5759], [2.1447, -0.1323, -4.6740], [2.0872, -1.0691, -5.2309], [0.9616, 0.5682, -4.3842], [0.0150, 0.2542, -4.8435], [0.0427, 3.1246, -2.2519], [-0.5701, 3.1031, -3.9287], [0.8987, -1.0286, 3.4133], [0.1534, -0.0557, 3.3920], [-0.4258, 0.4775, 2.2521], [-1.4931, 1.8027, 2.3950], [-0.9028, 2.9538, 1.7739], [-2.8420, 1.4041, 2.0850], [-1.1829, 1.7674, 4.1215], [-1.8190, 2.6075, 5.0147], [-1.5397, 2.4367, 6.3721], [-0.6364, 1.4386, 6.7812], [-0.0142, 0.5967, 5.8636], [-0.3120, 0.7683, 4.5149], [-2.5031, 3.3563, 4.6273], [-2.0226, 3.0857, 7.0994], [-0.4267, 1.3184, 7.8402], [0.6805, -0.1971, 6.1347]]}



(4)
{"formula": "C6H11N", "method": "ωB97M-V/def2-TZVPD", "de_lowest_kcal_mol": 167.7, "spin_multiplicity": 1, "homo_ev": -7.420, "homo_lumo_gap_ev": 7.033, "elements": ["C", "C", "C", "C", "C", "C", "N", "H", "H", "H", "H", "H", "H", "H", "H", "H", "H", "H"], "positions_angstrom": [[0.8954, 0.1071, 1.9183], [0.7297, -1.0418, 0.9505], [0.0566, -0.6405, -0.4313], [-1.0150, 0.2524, -0.4553], [-0.4417, 0.6049, -1.8398], [0.0875, 0.0724, -3.0069], [-0.4454, 0.5832, 2.3631], [1.4394, 0.9206, 1.3517], [1.6566, -0.0478, 2.8566], [0.1688, -1.7940, 1.5182], [1.7418, -1.3992, 0.6459], [-0.0312, -1.5133, -1.1360], [-2.1128, 0.0294, -0.0559], [-0.4805, 1.7094, -1.9629], [0.4837, -0.8695, -2.9314], [-0.0302, 0.4512, -4.0025], [-0.4160, 1.5606, 2.7401], [-1.1773, 0.7431, 1.6214]]}



Values of DFT total energy, in order: -38267.34658; -226574.24877; -90170.50861; -7883.26109, all in eV.